(1)
Molecular formula: C18H24O6RuSe4SiTe2
Method: DFT, ωB97M-V with the def2-TZVPD basis set

Structure (XYZ):
```
56
Properties=species:S:1:pos:R:3:lowdin_charge:R:1
Ru -0.421 0.685 -1.288 0.136
O 1.845 2.584 4.313 -0.061
C 1.028 3.227 3.362 -0.250
C 0.379 2.220 2.407 -0.587
C -0.217 1.081 3.227 -0.253
O -1.131 0.400 2.423 -0.152
C 1.452 1.687 1.455 -0.543
Se 1.021 0.026 0.531 0.604
C -0.724 2.989 1.711 -0.496
Se -1.387 2.373 0.049 0.649
H 2.281 3.255 4.849 0.082
H 1.618 3.947 2.770 0.127
H 0.231 3.794 3.876 0.121
H -0.725 1.490 4.116 0.128
H 0.594 0.416 3.557 0.122
H -1.543 -0.340 2.883 0.094
H 2.352 1.462 2.037 0.051
H 1.713 2.439 0.692 0.067
H -0.362 4.015 1.512 0.072
H -1.595 3.081 2.373 0.079
Se -1.978 1.955 -2.255 -0.186
Te -2.190 1.692 -4.686 0.145
Te -0.473 -1.295 -5.257 0.041
Se -0.775 -0.926 -2.820 -0.039
O -3.324 0.135 0.707 -0.031
C -2.589 -0.829 0.511 -0.681
O -1.690 -0.921 -0.364 -0.352
C -2.685 -2.065 1.392 -0.127
C -1.663 -3.003 1.332 -0.009
C -1.659 -4.133 2.139 0.010
C -2.719 -4.273 3.001 -0.212
O -2.965 -5.284 3.910 0.010
C -4.220 -4.991 4.470 -0.201
O -4.675 -3.744 4.009 0.012
C -3.750 -3.337 3.061 -0.196
C -3.758 -2.216 2.272 0.064
H -0.848 -2.845 0.639 0.116
H -0.869 -4.865 2.090 0.112
H -4.133 -4.968 5.570 0.130
H -4.942 -5.779 4.179 0.131
H -4.546 -1.481 2.308 0.126
C 3.428 -0.971 -4.987 -0.212
Si 3.132 0.891 -4.691 0.441
C 2.538 1.626 -6.342 -0.198
C 4.814 1.643 -4.105 -0.210
C 1.935 1.221 -3.326 -0.254
C 1.071 1.310 -2.472 -0.420
H 4.210 -1.130 -5.724 0.008
H 2.507 -1.424 -5.361 -0.067
H 3.711 -1.498 -4.082 0.021
H 3.284 1.496 -7.121 0.008
H 2.305 2.682 -6.274 0.015
H 1.628 1.109 -6.644 -0.004
H 5.595 1.522 -4.851 -0.001
H 5.156 1.156 -3.195 0.015
H 4.729 2.704 -3.888 0.008
```

## Properties
**Spin multiplicity**: 5
**Molecular weight**: 1036.6 g/mol
**F_max**: 0.09985 hartree/bohr
**Gap between HOMO and LUMO (spin up / spin down)**: 4.7 / 4.6 eV
**Energy relative to the best compared isomer or geometry (same formula, charge and spin)**: 85.6 kcal per mole
**HOMO energy (spin up / spin down)**: -0.8 / -0.8 eV
**Charge**: -2
**Calculated total energy**: -11677.8280 a.u.

***

(2)
Molecular formula: C22H49HfN2OP3S
Method: DFT, ωB97M-V with the def2-TZVPD basis set

Structure (XYZ):
```
79
Properties=species:S:1:pos:R:3:lowdin_charge:R:1
Hf 0.058 -0.247 -0.015 1.192
P -0.683 2.067 1.071 0.735
P -2.445 -0.570 -0.637 0.745
P 2.648 1.324 -0.537 0.835
H 1.035 -2.114 -6.363 0.078
C 1.878 -1.962 -5.673 -0.045
C 2.090 -2.872 -4.720 -0.094
H 1.513 -3.802 -4.765 0.079
C -1.200 3.538 0.118 -0.211
C -2.164 1.879 2.134 -0.231
C 0.354 2.825 2.372 -0.233
C -3.015 -2.139 -1.396 -0.207
C -3.842 -0.515 0.571 -0.238
C -2.999 0.749 -1.795 -0.219
C 3.949 0.610 -1.596 -0.182
C 3.353 1.448 1.118 -0.188
C 2.285 2.961 -1.224 -0.188
H 2.574 -1.171 -5.959 0.076
H 2.938 -2.865 -4.022 0.062
H -1.496 4.365 0.777 0.095
H -2.053 3.289 -0.519 0.044
H -0.387 3.882 -0.526 0.039
H -2.227 2.705 2.851 0.085
H -2.140 0.944 2.705 0.042
H -3.062 1.918 1.515 0.047
H -0.291 3.444 3.009 0.081
H 1.127 3.463 1.938 0.056
H 0.822 2.074 3.016 0.033
H -3.984 -2.452 -0.977 0.080
H -2.288 -2.932 -1.178 0.058
H -3.096 -2.031 -2.480 0.055
H -4.758 -0.308 0.003 0.095
H -3.745 0.232 1.360 0.015
H -3.933 -1.495 1.054 0.058
H -3.837 0.370 -2.390 0.087
H -2.198 1.059 -2.475 0.027
H -3.330 1.632 -1.233 0.047
H 4.782 1.311 -1.772 0.101
H 3.500 0.316 -2.556 0.061
H 4.321 -0.302 -1.107 0.081
H 4.165 2.195 1.177 0.115
H 3.772 0.479 1.417 0.051
H 2.595 1.733 1.861 0.024
H 3.188 3.408 -1.677 0.100
H 1.919 3.638 -0.439 0.053
H 1.511 2.880 -2.001 0.063
C 0.316 -1.336 -3.055 -0.734
C 0.405 -0.040 -3.616 -0.126
C -0.591 0.318 -4.543 -0.072
C -1.323 -0.661 -5.216 -0.016
C -1.281 -1.997 -4.757 -0.037
C -0.456 -2.325 -3.697 -0.175
S 1.194 -1.894 -1.665 0.733
H 1.660 0.091 -1.022 -0.121
H 1.244 0.611 -3.328 0.091
H -0.771 1.392 -4.758 0.136
H -1.929 -0.420 -6.103 0.144
H -1.856 -2.786 -5.238 0.141
H -0.337 -3.353 -3.368 0.119
C 2.711 -1.102 3.264 0.000
N 1.398 -0.653 3.775 -0.099
C 1.468 -0.077 5.125 -0.023
C 0.269 -0.987 3.126 -0.385
O 0.284 -0.985 1.809 -0.227
N -0.879 -1.266 3.765 -0.084
C -0.928 -1.405 5.226 0.011
C -1.943 -1.961 3.044 -0.001
H 3.076 -1.997 3.808 0.135
H 3.438 -0.293 3.420 0.095
H 2.634 -1.326 2.195 0.079
H 0.642 0.619 5.318 0.099
H 1.521 -0.846 5.916 0.118
H 2.392 0.511 5.182 0.114
H -1.855 -1.942 5.455 0.115
H -0.065 -2.003 5.571 0.119
H -0.965 -0.416 5.721 0.111
H -2.226 -1.422 2.128 0.027
H -1.639 -2.990 2.780 0.135
H -2.814 -2.020 3.706 0.121
```

## Properties
**Molecular weight**: 661.1 g/mol
**F_max**: 0.06357 hartree/bohr
**Gap between HOMO and LUMO**: 4.5 eV
**Energy relative to the best compared isomer or geometry (same formula, charge and spin)**: 9.5 kcal per mole
**HOMO energy**: -18.3 eV
**Charge**: +4
**Calculated total energy**: -2521.1448 a.u.

***

(3)
Molecular formula: C4H9NO3
Method: DFT, ωB97M-V with the def2-TZVPD basis set

Structure (XYZ):
```
17
Properties=species:S:1:pos:R:3:lowdin_charge:R:1
C 1.330 0.632 0.103 -0.085
C 0.101 -0.261 0.054 -0.548
C -0.162 -0.369 -1.552 -0.057
C -1.063 0.463 0.936 -0.392
H 2.399 -0.084 -0.159 0.169
H 1.776 1.203 1.109 0.137
H 1.232 1.513 -0.633 0.095
H -0.400 0.767 -1.773 0.088
H -0.944 -1.113 -2.151 0.132
H 1.108 -0.663 -1.874 0.162
H -0.917 0.295 2.187 0.171
H -2.156 -0.051 0.637 0.147
H -2.647 1.726 0.825 0.327
N 0.360 -1.542 0.454 -0.181
O -1.314 1.678 0.646 -0.131
O 0.996 -2.154 -0.569 -0.043
O 0.299 -2.040 1.762 0.010
```

## Properties
**Molecular weight**: 119.1 g/mol
**F_max**: 0.18312 hartree/bohr
**Gap between HOMO and LUMO**: 8.7 eV
**Energy relative to the best compared isomer or geometry (same formula, charge and spin)**: 282.4 kcal per mole
**HOMO energy**: -10.1 eV
**Charge**: 0
**Calculated total energy**: -437.8791 a.u.